{"formula": "C2H3Br2N3", "method": "the ωB97M-V functional and the def2-TZVPD basis", "energy_ev": -146674.5752, "lumo_energy_ha": 0.00951, "relative_energy_kj_mol": 348.70, "max_force_ha_per_bohr": 0.09720, "species": ["C", "C", "N", "N", "N", "Br", "Br", "H", "H", "H"], "xyz": [[-0.5846, 1.5808, -0.1606], [0.4359, 0.9909, -0.8124], [-0.9485, -3.6801, -1.0920], [-0.3511, -2.7219, -0.9162], [0.1928, -1.6686, -0.9767], [-2.4967, 1.1860, -0.3161], [2.2614, 1.2310, -0.3322], [-0.3057, 2.2945, 0.5853], [0.4184, 0.2311, -1.5994], [0.7118, -1.2573, -0.1803]], "atomic_forces_ev_per_a": [[0.88, -1.00, -0.78], [-1.25, 0.18, -0.20], [1.25, 1.76, 0.67], [-2.48, -4.33, -0.26], [1.84, 2.72, 0.04], [1.73, 0.29, -0.14], [-0.27, 0.36, 0.13], [-0.48, 0.34, 0.50], [-0.57, 0.79, 0.32], [-0.66, -1.12, -0.28]], "nbo_charge": [-0.28, -0.32, -0.08, 0.25, -0.57, 0.06, 0.05, 0.22, 0.26, 0.40]}


{"formula": "C2H3Br2N3", "method": "the ωB97M-V functional and the def2-TZVPD basis", "energy_ev": -146670.5834, "lumo_energy_ha": [0.01842, -0.10186], "relative_energy_kj_mol": 347.22, "max_force_ha_per_bohr": 0.18936, "spin_multiplicity": 3, "species": ["C", "C", "N", "N", "N", "Br", "Br", "H", "H", "H"], "xyz": [[-0.5383, 1.2611, -1.5523], [-1.5168, 0.3946, -1.7703], [1.5230, 0.2364, 1.7424], [1.5250, -0.7144, 2.3121], [1.2400, -1.6349, 2.9683], [0.0570, 2.3038, -3.0314], [-2.0698, -0.9237, -0.4620], [0.0104, 1.3311, -0.7282], [-2.1439, 0.1260, -2.5869], [1.9134, -2.3801, 3.1083]], "atomic_forces_ev_per_a": [[3.87, 5.55, -2.37], [-7.08, -6.68, -0.30], [0.62, 1.95, -1.37], [0.39, 2.41, -1.72], [-1.22, -4.66, 3.30], [-0.12, -0.87, 0.74], [1.02, 0.78, -0.44], [2.17, 0.41, 3.19], [0.18, 0.80, -0.77], [0.17, 0.31, -0.25]], "nbo_charge": [-0.30, -0.29, -0.10, 0.26, -0.54, 0.11, 0.06, 0.20, 0.22, 0.38]}


{"formula": "C2H3Br2NO2", "method": "the ωB97M-V functional and the def2-TZVPD basis", "energy_ev": -147786.7569, "lumo_energy_ha": [-0.01566, -0.08533], "relative_energy_kj_mol": 308.62, "max_force_ha_per_bohr": 0.06377, "species": ["C", "C", "N", "O", "O", "Br", "Br", "H", "H", "H"], "xyz": [[-0.2145, -0.0315, -0.3447], [-1.6947, -0.2120, -0.4233], [-1.3645, 0.1695, 2.8307], [-0.1487, 0.0486, 2.6312], [-2.0322, 0.1517, 3.8309], [-2.7910, 1.1886, -0.8531], [-2.3915, -1.7898, 0.0643], [-0.1133, 0.1872, 0.6743], [0.0888, -1.0060, -0.4862], [0.0057, 0.7169, -1.0453]], "atomic_forces_ev_per_a": [[-3.22, 0.17, 0.10], [0.49, 0.89, -0.49], [1.87, -0.30, 1.17], [-3.10, 0.29, 1.03], [1.16, 0.01, -1.72], [-0.53, 0.57, -0.14], [-0.95, -1.56, 0.47], [1.30, 0.89, 1.12], [1.80, -1.80, -0.78], [1.19, 0.84, -0.75]], "nbo_charge": [-0.70, -0.28, 0.51, -0.28, -0.23, 0.13, 0.14, 0.25, 0.23, 0.23]}


{"formula": "C2H3Br2NO3", "method": "the ωB97M-V functional and the def2-TZVPD basis", "energy_ev": -149834.9286, "lumo_energy_ha": -0.02285, "relative_energy_kj_mol": 224.82, "max_force_ha_per_bohr": 0.07682, "smiles": "O=[N+]([O-])[C@H](Br)COBr", "species": ["C", "C", "N", "O", "O", "O", "Br", "Br", "H", "H", "H"], "xyz": [[-0.5608, -0.2263, -0.4128], [0.7708, -0.5390, 0.2764], [1.8440, 0.2006, -0.4425], [2.0989, -0.1998, -1.5089], [2.3667, 1.1101, 0.1168], [-1.5627, -0.7285, 0.3761], [1.2879, -2.4291, 0.3060], [-3.1997, -0.7695, -0.2958], [-0.3344, -0.5854, -1.3462], [-0.6838, 0.9395, -0.5845], [0.7765, -0.2071, 1.2945]], "atomic_forces_ev_per_a": [[1.24, 3.42, 1.00], [-0.49, -0.15, 1.04], [-0.96, -0.40, 1.92], [0.82, -0.99, -3.74], [0.62, 1.63, 1.15], [0.50, -0.80, 0.94], [-0.52, 0.59, -0.04], [-0.87, 0.08, -0.63], [-0.86, -1.56, -2.75], [0.40, -1.95, 0.65], [0.12, 0.13, 0.46]], "nbo_charge": [-0.10, -0.16, 0.53, -0.35, -0.36, -0.60, 0.06, 0.36, 0.20, 0.19, 0.24]}


{"formula": "C2H3BrCl2", "method": "the ωB97M-V functional and the def2-TZVPD basis", "energy_ev": -97206.1332, "lumo_energy_ha": [-0.00360, -0.03031], "relative_energy_kj_mol": 337.54, "max_force_ha_per_bohr": 0.09812, "species": ["C", "C", "Cl", "Cl", "Br", "H", "H", "H"], "xyz": [[-0.7639, -1.1990, 0.3260], [0.6022, 0.9349, -0.1959], [2.2830, 0.5130, -0.3067], [0.0899, 1.4886, -1.7219], [0.1559, 1.9963, 1.2774], [-1.5571, -0.6424, 0.7677], [-0.8864, -1.4240, -0.7647], [0.0764, -1.6674, 0.6181]], "atomic_forces_ev_per_a": [[-1.25, 2.10, -4.41], [-0.07, -1.47, 0.06], [0.13, -0.27, 0.46], [-0.74, 0.35, -0.52], [-0.11, 0.34, 0.33], [-0.01, -0.07, 0.83], [-0.34, 0.33, 1.04], [2.38, -1.32, 2.21]], "nbo_charge": [-0.45, -0.33, 0.03, 0.06, 0.12, 0.20, 0.18, 0.18]}


{"formula": "C2H3BrCl2", "method": "the ωB97M-V functional and the def2-TZVPD basis", "energy_ev": -97208.9614, "lumo_energy_ha": -0.02287, "relative_energy_kj_mol": 64.65, "max_force_ha_per_bohr": 0.06873, "smiles": "CC(Cl)(Cl)Br", "species": ["C", "C", "Cl", "Cl", "Br", "H", "H", "H"], "xyz": [[0.7607, -0.2870, 0.0023], [-0.6354, 0.2438, 0.0762], [-0.8678, 1.0305, 1.6360], [-1.0989, 1.5967, -1.4362], [-1.7440, -1.3376, -0.2613], [0.9401, -0.7944, -0.9479], [1.4952, 0.6168, 0.1732], [1.1500, -1.0687, 0.7579]], "atomic_forces_ev_per_a": [[3.31, 1.19, 0.38], [-0.57, 0.02, -0.73], [-0.45, -0.14, -0.72], [0.93, -1.98, 2.28], [-0.34, 0.77, 0.25], [0.00, 0.53, -0.14], [-1.28, -1.68, -0.70], [-1.60, 1.29, -0.62]], "nbo_charge": [-0.73, -0.05, 0.06, -0.12, 0.09, 0.25, 0.24, 0.27]}


{"formula": "C2H3BrClN2S", "method": "the ωB97M-V functional and the def2-TZVPD basis", "energy_ev": -98494.7094, "lumo_energy_ha": -0.19267, "relative_energy_kj_mol": 31.60, "charge": 1, "max_force_ha_per_bohr": 0.06150, "smiles": "[NH2+]=C(Br)NC(=S)Cl", "species": ["C", "C", "N", "N", "S", "Cl", "Br", "H", "H", "H"], "xyz": [[-0.3909, 0.1332, 0.5541], [0.3734, -2.5906, 0.0613], [-0.2338, -1.0927, 0.9184], [0.2121, 0.7377, -0.4426], [0.3524, -3.8431, 0.9967], [0.7661, -2.2077, -1.4780], [-1.6008, 1.2252, 1.5750], [-0.7108, -1.4240, 1.7503], [0.8719, 0.2517, -1.0356], [-0.0097, 1.6994, -0.6670]], "atomic_forces_ev_per_a": [[-0.68, 1.03, 0.51], [-0.97, 1.48, 2.62], [0.71, -2.52, -0.98], [0.08, 0.20, -0.37], [0.07, 0.33, -0.57], [0.23, 0.00, -0.89], [0.63, -0.51, -0.44], [0.00, 0.13, -0.11], [-0.07, 0.08, 0.15], [0.01, -0.21, 0.09]], "nbo_charge": [0.46, -0.16, -0.64, -0.75, 0.38, 0.22, 0.17, 0.44, 0.43, 0.45]}


{"formula": "C2H3BrClNO", "method": "the ωB97M-V functional and the def2-TZVPD basis", "energy_ev": -88220.0747, "lumo_energy_ha": [0.01839, -0.07413], "relative_energy_kj_mol": 1.68, "max_force_ha_per_bohr": 0.09585, "spin_multiplicity": 3, "species": ["C", "C", "N", "O", "Cl", "Br", "H", "H", "H"], "xyz": [[0.5579, -0.2848, 0.8700], [-1.2688, -0.3794, -0.4131], [1.3045, 0.5509, 0.2448], [0.5985, -1.0420, 1.7740], [-1.0913, -1.7996, -1.3950], [-1.2521, 1.2932, -1.3773], [-2.0701, -0.2532, 0.2039], [0.9354, 0.9484, -0.5890], [2.2859, 0.9665, 0.6815]], "atomic_forces_ev_per_a": [[0.58, -0.44, 0.65], [-0.80, -0.02, -4.59], [4.31, 1.82, 1.57], [0.41, -0.49, 1.35], [-0.15, 0.75, 0.81], [-0.06, -0.32, -0.12], [-1.94, -0.64, 2.02], [0.17, 0.58, -0.31], [-2.53, -1.23, -1.38]], "nbo_charge": [0.59, -0.25, -0.85, -0.50, 0.05, 0.03, 0.17, 0.41, 0.35]}


{"formula": "C2H3BrF2", "method": "the ωB97M-V functional and the def2-TZVPD basis", "energy_ev": -77599.6323, "lumo_energy_ha": 0.02790, "relative_energy_kj_mol": 51.61, "max_force_ha_per_bohr": 0.06666, "smiles": "FC(F)CBr", "species": ["C", "C", "F", "F", "Br", "H", "H", "H"], "xyz": [[0.4282, 0.3321, 0.6207], [0.9285, -0.4896, -0.6873], [1.7017, 0.2798, -1.4987], [1.7046, -1.5590, -0.3839], [1.7793, 1.5895, 1.3013], [-0.4812, 0.9543, 0.3004], [0.1017, -0.3546, 1.4903], [0.0509, -0.9169, -1.0648]], "atomic_forces_ev_per_a": [[-0.60, -0.40, -0.51], [1.16, 1.27, 2.96], [-1.16, -0.16, 0.06], [0.22, -0.09, 0.58], [-0.50, -0.58, -0.23], [1.44, -0.89, 0.45], [0.73, 0.96, -1.65], [-1.30, -0.12, -1.67]], "nbo_charge": [-0.53, 0.57, -0.33, -0.34, 0.02, 0.23, 0.25, 0.13]}


{"formula": "C2H3BrF2", "method": "the ωB97M-V functional and the def2-TZVPD basis", "energy_ev": -77598.6669, "lumo_energy_ha": 0.03015, "relative_energy_kj_mol": 144.76, "max_force_ha_per_bohr": 0.08505, "species": ["C", "C", "F", "F", "Br", "H", "H", "H"], "xyz": [[-0.5469, 0.3569, -0.6846], [0.6774, -0.3505, 0.5965], [1.1722, -1.4550, 0.1133], [1.6064, 0.5673, 0.8421], [-2.3330, 0.3604, 0.0710], [-0.3220, 1.4343, -1.0845], [-0.5262, -0.3427, -1.4645], [0.2720, -0.5708, 1.6108]], "atomic_forces_ev_per_a": [[2.11, 1.19, 2.77], [-3.69, 2.32, -0.31], [0.91, -1.04, -1.01], [1.08, 0.52, -0.58], [0.36, 0.00, -0.07], [-0.07, -2.17, 1.19], [0.03, -0.95, -1.02], [-0.74, 0.12, -0.97]], "nbo_charge": [-0.52, 0.61, -0.32, -0.34, 0.00, 0.24, 0.20, 0.13]}


{"formula": "C2H3BrFN", "method": "the ωB97M-V functional and the def2-TZVPD basis", "energy_ev": -76367.2381, "lumo_energy_ha": [0.03448, -0.13750], "relative_energy_kj_mol": 0.00, "max_force_ha_per_bohr": 0.10246, "spin_multiplicity": 3, "species": ["C", "C", "N", "F", "Br", "H", "H", "H"], "xyz": [[0.7113, 0.1045, -0.4543], [-0.4903, -0.4845, -0.0660], [-0.5577, 0.4753, -0.9797], [-1.1710, -1.6705, 0.0767], [-0.1207, 0.2493, 2.8959], [1.3217, 0.6381, 0.2265], [1.3509, -0.5541, -1.1429], [-1.0442, 1.2418, -0.5561]], "atomic_forces_ev_per_a": [[4.19, -2.94, -1.25], [-2.57, -2.54, 3.44], [-2.25, 1.08, -2.40], [1.10, 0.82, -1.00], [0.06, 0.07, 0.31], [0.25, 0.93, 0.67], [-0.84, 1.41, 0.49], [0.06, 1.17, -0.25]], "nbo_charge": [-0.31, 0.46, -0.60, -0.32, -0.01, 0.21, 0.20, 0.38]}


{"formula": "C2H3BrFNO2", "method": "the ωB97M-V functional and the def2-TZVPD basis", "energy_ev": -80461.6296, "lumo_energy_ha": [-0.06116, -0.13804], "relative_energy_kj_mol": 263.12, "max_force_ha_per_bohr": 0.03584, "species": ["C", "C", "N", "O", "O", "F", "Br", "H", "H", "H"], "xyz": [[-0.8089, 0.5832, 0.3387], [-0.5149, -0.7632, -0.1268], [0.6746, -1.2062, -0.6846], [1.5523, -0.3858, -0.8200], [0.6828, -2.3566, -1.0991], [-1.3375, -1.7673, 0.1467], [2.7855, 3.0491, 0.7429], [-1.5762, 0.6556, 1.1045], [0.0002, 1.1624, 0.8061], [-1.4580, 1.0288, -0.4084]], "atomic_forces_ev_per_a": [[-0.95, 0.60, 0.85], [-0.63, -1.09, 1.35], [-0.94, -0.58, -0.74], [1.27, 1.00, 0.00], [0.47, -0.38, 0.06], [0.01, 0.79, -0.15], [-0.03, -0.05, -0.02], [-0.06, -1.17, 0.65], [0.06, -0.10, -1.19], [0.80, 0.98, -0.82]], "nbo_charge": [-0.76, 0.60, 0.41, -0.40, -0.38, -0.27, 0.00, 0.26, 0.28, 0.26]}